C46H36N5O12S3W | the ωB97M-V functional and the def2-TZVPD basis

Calculated values
Energy relative to the best compared isomer or geometry (same formula, charge and spin) in kcal per mole: 11.7
Gap between HOMO and LUMO in eV: 6.27
Charge: -1

Last column: Mulliken charge in e.
Positions of all 103 atoms, in Å:
W: -0.594 -0.854 -0.461  2.329
O: -0.842 -2.804 -0.311  0.368
C: -0.370 -3.916 -0.811  0.616
C: -0.600 -5.115 -0.118  -1.090
C: -0.096 -6.294 -0.614  -0.611
C: 0.636 -6.331 -1.808  -0.846
C: 0.837 -5.165 -2.505  -0.755
C: 0.344 -3.946 -2.015  0.449
C: 0.422 -2.766 -2.816  -0.523
N: 0.059 -1.583 -2.460  0.747
N: 0.092 -0.668 -3.504  -1.483
C: -0.268 0.470 -3.042  0.592
O: -0.595 0.595 -1.774  -0.182
C: -0.372 1.685 -3.860  0.349
C: -1.257 2.689 -3.481  0.043
C: -1.363 3.828 -4.263  -1.124
C: -0.573 3.977 -5.393  -0.378
C: 0.329 2.983 -5.752  -0.801
C: 0.427 1.831 -4.990  -0.641
H: -1.167 -5.072 0.803  0.560
H: -0.268 -7.212 -0.066  0.431
H: 1.027 -7.268 -2.180  0.393
H: 1.380 -5.165 -3.442  0.425
H: 0.763 -2.852 -3.843  0.492
H: -1.866 2.558 -2.596  0.517
H: -2.060 4.607 -3.979  0.446
H: -0.648 4.877 -5.992  0.409
H: 0.965 3.111 -6.618  0.378
H: 1.135 1.053 -5.244  0.429
O: -2.500 0.943 2.559  -0.744
S: -2.876 1.128 1.189  1.313
O: -3.117 2.459 0.727  -0.820
O: -1.891 0.459 0.247  -0.181
C: -4.335 0.145 0.905  0.099
C: -5.228 0.129 1.964  -0.794
C: -6.384 -0.637 1.908  -0.651
C: -6.638 -1.410 0.790  -0.642
C: -5.753 -1.388 -0.279  -0.640
C: -4.609 -0.606 -0.240  0.151
S: -3.661 -0.563 -1.757  2.013
O: -4.353 -1.385 -2.707  -0.889
O: -3.441 0.814 -2.077  -0.682
O: -2.354 -1.317 -1.432  -1.069
H: -4.997 0.702 2.852  0.493
H: -7.068 -0.638 2.746  0.405
H: -7.524 -2.029 0.739  0.399
H: -5.945 -1.970 -1.169  0.565
S: 3.967 -2.088 0.232  -0.406
C: 2.423 -1.779 -0.034  0.757
N: 1.287 -1.571 -0.237  -0.127
O: 0.567 0.752 0.338  -1.248
C: 1.484 1.340 -0.348  0.784
N: 1.749 2.646 -0.081  0.242
C: 2.876 3.074 -0.891  2.769
C: 3.021 1.798 -1.800  -0.339
O: 3.810 1.738 -2.716  -0.735
N: 2.155 0.832 -1.375  -0.093
C: 4.122 3.236 -0.023  0.215
C: 4.596 4.485 0.355  -0.301
C: 5.687 4.598 1.210  -0.847
C: 6.313 3.462 1.696  -0.423
C: 5.842 2.208 1.325  -0.892
C: 4.757 2.096 0.473  -0.312
C: 2.567 4.284 -1.748  -1.156
C: 1.332 4.916 -1.713  -0.114
C: 1.086 6.023 -2.517  -0.799
C: 2.065 6.497 -3.374  -0.366
C: 3.296 5.854 -3.428  -0.954
C: 3.547 4.758 -2.622  0.007
H: 1.526 3.045 0.815  0.344
H: 4.115 5.379 -0.020  0.426
H: 6.043 5.580 1.495  0.394
H: 7.165 3.551 2.359  0.382
H: 6.322 1.312 1.697  0.434
H: 4.407 1.109 0.189  0.333
H: 0.551 4.536 -1.067  0.366
H: 0.116 6.502 -2.479  0.402
H: 1.870 7.357 -4.003  0.411
H: 4.064 6.207 -4.106  0.378
H: 4.499 4.247 -2.674  0.475
C: -0.412 -4.369 7.263  -1.480
C: -0.677 -3.754 5.916  0.810
C: -1.866 -3.086 5.654  -1.227
C: -2.126 -2.499 4.422  0.957
C: -3.442 -1.796 4.229  -1.073
C: -1.143 -2.564 3.419  -0.262
C: 0.052 -3.256 3.653  0.912
C: 1.128 -3.455 2.617  -0.809
C: 0.259 -3.839 4.900  -1.269
C: -1.404 -1.885 2.105  1.057
O: -2.476 -1.980 1.527  -0.396
O: -0.400 -1.221 1.585  -0.703
H: -1.300 -4.331 7.894  0.352
H: 0.391 -3.842 7.783  0.306
H: -0.108 -5.413 7.169  0.347
H: -2.620 -3.018 6.432  0.260
H: -4.046 -1.887 5.133  0.363
H: -3.990 -2.215 3.388  0.175
H: -3.290 -0.738 4.010  0.174
H: 1.453 -4.498 2.624  0.480
H: 2.000 -2.838 2.838  0.398
H: 0.802 -3.205 1.616  -0.669
H: 1.185 -4.382 5.068  0.426

---

C36H35BrClFNOsP | the ωB97M-V functional and the def2-TZVPD basis

Calculated values
Gap between HOMO and LUMO (alpha / beta) in eV: 8.18 / 5.37
Spin multiplicity: 5
Charge: +2

Last column: Mulliken charge in e.
Positions of all 77 atoms, in Å:
Os: -1.239 0.619 1.293  2.454
Cl: -1.327 0.774 3.600  -0.236
C: 0.311 0.661 4.224  0.756
C: 0.527 1.009 5.532  -0.640
C: 1.834 1.079 6.063  -0.700
C: 2.844 0.659 5.240  -0.626
C: 2.624 0.240 3.908  -0.197
C: 1.315 0.236 3.379  -0.391
P: 0.829 -0.314 1.636  0.569
C: 2.299 0.204 0.705  1.088
C: 3.477 -0.567 0.685  -0.467
C: 4.627 -0.074 0.100  -0.666
C: 4.679 1.251 -0.359  -0.689
C: 3.530 2.028 -0.334  -0.631
C: 2.325 1.511 0.193  -0.325
C: 0.886 -2.124 1.691  0.163
C: 1.452 -2.834 2.779  -0.584
C: 1.472 -4.231 2.727  -0.630
C: 1.039 -4.910 1.614  -0.725
C: 0.476 -4.217 0.562  -1.030
C: 0.334 -2.816 0.630  0.417
H: -0.336 1.206 6.152  0.490
H: 2.009 1.433 7.085  0.428
H: 3.893 0.741 5.563  0.396
H: 3.498 -0.050 3.272  0.412
H: 3.435 -1.591 1.064  0.455
H: 5.512 -0.729 0.068  0.435
H: 5.589 1.663 -0.786  0.426
H: 3.562 3.049 -0.695  0.471
H: 1.419 2.108 0.151  0.255
H: 1.890 -2.263 3.617  0.355
H: 1.898 -4.742 3.588  0.449
H: 1.119 -6.024 1.561  0.373
H: 0.078 -4.738 -0.308  0.502
H: -0.236 -2.263 -0.115  0.100
C: 1.601 -1.487 -2.964  -1.337
C: 0.113 -1.102 -2.880  1.003
C: -0.551 -1.525 -4.214  -1.406
C: -0.136 0.357 -2.647  0.860
C: 0.467 1.263 -3.548  -0.828
C: 0.342 2.621 -3.372  -1.634
C: -0.457 3.151 -2.367  -0.611
C: -1.202 2.318 -1.556  0.932
C: -2.108 2.952 -0.500  0.239
C: -1.282 3.492 0.644  -1.317
C: -3.060 4.001 -1.072  -1.692
C: -0.943 0.934 -1.634  -0.204
N: -1.575 0.119 -0.632  0.746
C: -2.675 -0.650 -0.957  0.596
C: -3.493 -0.327 -2.054  -0.391
C: -4.652 -1.025 -2.379  -0.986
C: -4.932 -2.186 -1.662  -0.491
C: -4.126 -2.582 -0.595  -0.655
C: -3.059 -1.797 -0.220  0.216
F: -2.367 -2.152 0.888  -0.318
H: 1.815 -2.572 -2.881  0.385
H: 2.175 -0.973 -2.175  0.218
H: 2.084 -1.178 -3.926  0.352
H: -0.428 -1.669 -2.095  -0.178
H: -0.037 -1.036 -5.077  0.341
H: -1.631 -1.278 -4.228  0.295
H: -0.503 -2.620 -4.397  0.418
H: 0.963 0.856 -4.428  0.393
H: 0.876 3.321 -4.028  0.425
H: -0.612 4.221 -2.284  0.467
H: -2.772 2.172 -0.124  -0.138
H: -0.693 4.368 0.325  0.345
H: -0.602 2.707 1.078  0.424
H: -1.961 3.793 1.468  0.325
H: -2.506 4.895 -1.400  0.368
H: -3.781 4.329 -0.309  0.443
H: -3.670 3.616 -1.902  0.356
H: -3.240 0.552 -2.685  0.493
H: -5.277 -0.668 -3.197  0.495
H: -5.805 -2.796 -1.915  0.431
H: -4.293 -3.499 -0.040  0.546
Br: -3.652 1.104 1.854  -0.378